Here is a molecular structure, C38H26F2MnN7S from OMol25. Energies are from ωB97M-V/def2-TZVPD.

Output
Orbital gap (alpha / beta) in hartree: 0.1292 / 0.2191
<S²>: 8.8423
Spin multiplicity: 6
Net charge: -1

Positions of all 75 atoms, in Å:
Mn: -0.116 0.079 0.224
S: 5.257 -0.128 5.455
N: 3.610 -0.086 5.604
C: 3.093 -0.039 4.381
C: 1.702 -0.013 4.070
C: 0.688 -0.038 5.020
C: -0.632 -0.036 4.591
C: -0.910 -0.013 3.228
N: 0.022 0.028 2.282
C: 1.339 0.042 2.689
C: 2.311 0.113 1.676
N: 1.850 0.233 0.387
C: 2.759 0.273 -0.585
C: 4.128 0.174 -0.374
C: 4.614 0.058 0.919
C: 3.706 0.047 1.974
C: 4.079 -0.033 3.346
N: 5.327 -0.086 3.803
H: 0.947 -0.060 6.067
H: -1.447 -0.059 5.297
H: -1.940 -0.029 2.888
H: 2.378 0.382 -1.590
H: 4.794 0.184 -1.223
H: 5.668 -0.021 1.133
F: -0.215 5.116 -1.154
C: -0.048 3.848 -1.622
C: -0.347 2.766 -0.817
C: -0.194 1.450 -1.271
C: 0.177 1.260 -2.626
C: 0.548 2.381 -3.376
F: 1.067 2.264 -4.637
C: 0.452 3.674 -2.895
C: 0.012 -1.240 -2.611
C: -0.426 -2.344 -3.345
C: -0.460 -3.602 -2.759
C: -0.031 -3.739 -1.440
C: 0.380 -2.613 -0.771
N: 0.376 -1.372 -1.314
H: -0.724 2.959 0.184
H: 0.760 4.505 -3.508
H: -0.713 -2.230 -4.377
H: -0.783 -4.458 -3.332
H: 0.000 -4.704 -0.961
H: 0.789 -2.677 0.234
C: -2.370 0.640 -4.382
C: -1.196 0.290 -5.247
C: -1.302 0.238 -6.630
C: -0.226 -0.156 -7.406
C: 0.972 -0.504 -6.810
C: 1.121 -0.455 -5.432
C: 2.429 -0.800 -4.787
C: 0.028 -0.048 -4.661
N: 0.152 -0.012 -3.236
H: -3.264 0.789 -4.984
H: -2.179 1.544 -3.802
H: -2.559 -0.163 -3.669
H: -2.237 0.500 -7.104
H: -0.332 -0.208 -8.480
H: 1.806 -0.811 -7.427
H: 3.059 -1.354 -5.480
H: 2.286 -1.387 -3.882
H: 2.954 0.114 -4.511
N: -1.932 -0.145 0.137
C: -3.104 -0.059 0.046
C: -4.478 0.001 0.008
C: -5.209 0.151 1.218
C: -6.579 0.135 1.207
C: -7.283 -0.015 0.012
C: -6.578 -0.124 -1.186
C: -5.207 -0.114 -1.204
H: -4.664 0.272 2.143
H: -7.121 0.238 2.137
H: -8.363 -0.045 0.017
H: -7.124 -0.225 -2.116
H: -4.666 -0.197 -2.136